{"formula": "C4H11NO3", "method": "ωB97M-V/def2-TZVPD", "e_homo_ev": -9.0, "multiplicity": 1, "smiles": "CO[C@H](O)N(C)OC", "lumo_energy_ev": 0.96, "orbital_gap_ev": 9.907, "energy_ev": -11955.133, "e_above_lowest_kj_mol": 480.19, "symbols": ["C", "O", "C", "O", "N", "C", "O", "C", "H", "H", "H", "H", "H", "H", "H", "H", "H", "H", "H"], "xyz": [[-2.7570, 0.2853, -0.5925], [-1.5409, -0.3770, -0.3931], [-0.7175, 0.1856, 0.6430], [-0.6793, 1.5233, 0.5961], [0.6452, -0.3574, 0.4320], [0.7872, -1.7480, 0.4728], [1.1577, 0.3535, -0.6744], [2.4345, 0.7903, -0.4234], [-3.0179, -0.1661, -1.6263], [-2.6667, 1.3320, -0.7435], [-3.5595, -0.1086, 0.1654], [-1.1847, -0.0524, 1.5965], [-0.0655, 1.8568, -0.1289], [1.9451, -1.9260, 0.5155], [0.5927, -2.0793, 1.4842], [0.4227, -2.1886, -0.4267], [2.8343, 1.4025, -1.1540], [3.1560, 0.0325, -0.3076], [2.2136, 1.2413, 0.5650]], "forces_ev_per_a": [[-1.874, -3.437, -1.545], [1.132, 0.412, 0.752], [0.533, -1.226, -1.492], [0.745, 2.603, -0.846], [-1.454, 2.926, 2.129], [4.269, -0.241, -0.289], [-1.771, -2.099, -2.378], [-0.668, 0.245, 3.707], [-0.316, 0.910, 1.592], [-0.077, 0.974, 0.482], [1.275, 1.254, -1.169], [0.490, -0.529, 0.336], [-1.071, -1.083, 1.128], [-1.723, 0.089, -0.522], [-1.160, -0.390, -0.167], [-0.787, -1.205, -0.160], [0.028, 1.661, -1.614], [0.780, -1.477, 0.304], [1.650, 0.613, -0.251]]}


{"formula": "C4H11NO3", "method": "ωB97M-V/def2-TZVPD", "e_homo_ev": [-7.2, -7.2], "multiplicity": 1, "lumo_energy_ev": [0.50, 0.50], "orbital_gap_ev": [7.695, 7.696], "energy_ev": -11955.053, "e_above_lowest_kj_mol": 487.89, "symbols": ["C", "C", "C", "C", "N", "O", "O", "O", "H", "H", "H", "H", "H", "H", "H", "H", "H", "H", "H"], "xyz": [[-1.1120, 0.1633, -0.0819], [1.1974, 0.6241, 0.0905], [0.6693, -0.5788, 0.5697], [-2.0638, -0.8715, 0.4682], [1.5605, 0.8124, -1.2062], [-1.1798, 0.1358, -1.4633], [-1.3426, 1.4462, 0.4505], [2.6417, -0.6213, 1.1632], [-0.4703, 0.7023, -1.8114], [-2.2732, 1.6810, 0.3042], [3.1427, -1.1991, 0.5713], [1.1209, 1.5115, 0.7021], [1.9275, 0.0068, -1.6938], [2.0376, 1.6736, -1.4233], [0.6704, -1.4630, -0.0508], [0.4149, -0.6518, 1.6126], [-3.0861, -0.6287, 0.1521], [-1.8245, -1.8641, 0.0903], [-2.0305, -0.8789, 1.5560]], "forces_ev_per_a": [[0.646, -0.964, 0.542], [1.005, -0.582, -0.250], [-2.730, 1.343, -0.923], [-0.115, 0.166, -0.095], [0.012, -0.042, 0.634], [0.074, 0.132, 0.003], [0.151, -0.115, -0.071], [0.438, 0.215, -0.125], [-0.114, -0.092, 0.065], [0.131, -0.093, 0.000], [0.158, 0.162, 0.054], [0.127, -0.050, 0.016], [-0.110, 0.031, 0.039], [-0.021, -0.038, 0.052], [0.144, -0.016, 0.081], [0.154, -0.057, -0.015], [0.004, -0.023, 0.013], [0.019, 0.021, -0.005], [0.026, 0.003, -0.014]]}